A structure of composition C8H16FeN9O3PS. Source: OMol25; level of theory: the ωB97M-V functional and the def2-TZVPD basis.

As for the max |F|: 0.016 hartree/bohr. The value obtained for the highest occupied orbital energy (alpha / beta) is -0.328 / -0.701 eV. The frontier orbital gap (alpha / beta) comes out at 5.31 / 5.69 eV. As for the total charge: -2. As for the spin multiplicity: 5. The expectation value of S² is 6.04.

Each line ends with the Mulliken spin population.
CARTESIAN COORDINATES (ANGSTROEM)
Fe1 -2.175 0.246 -0.755  3.62
N1 -1.429 3.578 -0.081  0.00
C1 -1.989 2.827 0.943  0.01
N2 -1.977 3.245 2.196  0.00
N3 -2.697 2.297 2.850  0.01
N4 -3.046 1.358 2.042  0.00
N5 -2.635 1.679 0.783  0.01
C2 -1.054 3.098 -1.328  0.00
N6 -0.287 3.807 -2.142  0.00
N7 -0.191 3.026 -3.246  0.01
N8 -0.852 1.929 -3.082  0.00
N9 -1.430 1.943 -1.852  0.02
H1 -0.907 4.378 0.231  0.00
C3 0.231 -3.472 -1.796  0.00
C4 -0.185 -2.969 -0.440  -0.02
O1 0.584 -1.779 -0.135  0.01
P1 -0.182 -0.407 0.238  -0.04
O2 1.098 0.582 0.110  -0.01
C5 1.552 0.848 -1.235  0.00
C6 2.901 0.201 -1.457  0.00
O3 -0.310 -0.451 1.835  -0.02
C7 0.792 -0.587 2.729  0.00
C8 0.778 -1.978 3.325  0.00
H2 -0.282 -4.412 -2.019  0.00
H3 1.312 -3.639 -1.847  0.00
H4 -0.057 -2.746 -2.558  0.00
H5 0.030 -3.699 0.347  0.00
H6 -1.254 -2.739 -0.440  0.02
H7 1.595 1.930 -1.345  0.00
H8 0.825 0.489 -1.963  0.00
H9 3.641 0.573 -0.742  0.00
H10 3.251 0.427 -2.469  0.00
H11 2.829 -0.881 -1.341  0.00
H12 0.664 0.174 3.500  0.00
H13 1.730 -0.386 2.208  0.00
H14 -0.204 -2.191 3.752  0.00
H15 1.527 -2.067 4.119  0.00
H16 0.990 -2.724 2.557  0.00
S1 -3.186 -1.508 -1.492  0.36

=====

A structure of composition C19H23N3NdO7P at a distorted geometry. Source: OMol25; level of theory: the ωB97M-V functional and the def2-TZVPD basis.

As for the max |F|: 0.070 hartree/bohr. The value obtained for the highest occupied orbital energy (alpha / beta) is -15.805 / -15.802 eV. The frontier orbital gap (alpha / beta) comes out at 8.81 / 8.83 eV. As for the total charge: +2. As for the spin multiplicity: 4. The expectation value of S² is 3.75.

Each line ends with the Mulliken spin population.
CARTESIAN COORDINATES (ANGSTROEM)
Nd1 -0.701 0.251 -0.188  3.01
O1 -4.325 1.127 -2.755  0.00
C1 -3.430 0.773 -1.935  0.00
O2 -2.219 0.957 -2.044  0.00
C2 -3.994 0.217 -0.683  0.00
C3 -5.321 -0.191 -0.427  0.00
C4 -5.741 -0.625 0.825  0.00
C5 -4.747 -0.866 1.767  0.00
C6 -3.473 -0.536 1.464  0.00
N1 -3.101 0.034 0.309  0.00
C7 -2.302 -0.665 2.371  0.00
O3 -2.454 -0.860 3.543  0.00
O4 -1.125 -0.632 1.725  0.00
H1 -3.972 1.566 -3.504  0.00
H2 -6.108 -0.103 -1.156  0.00
H3 -6.780 -0.822 0.945  0.00
H4 -4.850 -1.356 2.697  0.00
N2 1.608 2.844 5.051  0.00
C8 1.441 2.924 3.916  0.00
C9 1.332 3.141 2.523  0.00
C10 2.034 4.164 1.873  0.00
C11 1.933 4.250 0.529  0.00
C12 1.223 3.333 -0.197  0.00
N3 0.487 2.369 0.418  0.00
C13 0.531 2.364 1.771  0.00
H5 2.586 4.763 2.563  0.00
H6 2.454 5.097 0.007  0.00
H7 1.278 3.277 -1.290  0.00
H8 -0.137 1.661 2.381  0.00
C14 4.589 -0.822 -3.239  0.00
C15 4.175 -1.303 -1.817  0.00
O5 2.702 -1.259 -1.720  0.00
P1 1.840 -2.099 -0.725  0.00
O6 1.428 -0.945 0.460  0.00
C16 1.831 -1.297 1.872  0.00
C17 3.117 -0.472 2.236  0.00
O7 0.230 -1.810 -1.296  0.00
C18 -0.294 -2.662 -2.345  0.00
C19 -1.812 -2.826 -2.160  0.00
H9 5.624 -0.549 -3.288  0.00
H10 4.165 0.207 -3.437  0.00
H11 4.263 -1.389 -4.139  0.00
H12 4.473 -0.561 -1.094  0.00
H13 4.611 -2.250 -1.542  0.00
H14 2.006 -2.353 2.002  0.00
H15 0.955 -0.983 2.602  0.00
H16 4.017 -0.860 1.962  0.00
H17 3.100 -0.358 3.317  0.00
H18 3.107 0.483 1.792  0.00
H19 0.321 -3.561 -2.234  0.00
H20 0.084 -2.298 -3.267  0.00
H21 -2.185 -3.163 -1.193  0.00
H22 -2.184 -3.469 -2.945  0.00
H23 -2.290 -1.858 -2.300  0.00

=====

An isolated molecule of C18H17N5O3S2 at a distorted geometry. Source: OMol25; level of theory: the ωB97M-V functional and the def2-TZVPD basis.

As for the max |F|: 0.025 hartree/bohr. The value obtained for the highest occupied orbital energy is -8.003 eV. The frontier orbital gap comes out at 8.51 eV. The value obtained for the relative energy (zero: lowest compared OMol25 entry of this formula, charge and spin) is 0.0 kJ/mol.

Each line ends with the Löwdin charge.
CARTESIAN COORDINATES (ANGSTROEM)
C1 1.784 2.522 -0.130  -0.03
C2 3.113 1.912 -0.407  -0.42
C3 4.134 2.493 -1.089  -0.37
S1 5.497 1.439 -1.192  1.03
C4 4.557 0.258 -0.276  -0.61
N1 5.140 -0.940 0.027  0.10
C5 4.682 -1.995 0.788  -0.53
O1 5.412 -2.937 0.986  0.09
C6 3.283 -1.900 1.326  -0.34
S2 2.083 -2.067 -0.038  1.01
C7 0.879 -0.967 0.559  -0.63
N2 0.886 -0.363 1.715  0.03
N3 -0.211 0.405 1.773  0.08
C8 -0.880 0.268 0.657  -0.26
C9 -2.121 0.933 0.352  -0.11
C10 -2.601 1.386 -0.912  -0.02
C11 -3.812 1.946 -0.669  -0.10
O2 -4.118 1.872 0.640  0.06
C12 -3.092 1.268 1.266  -0.25
C13 -3.153 1.056 2.732  0.01
N4 -0.218 -0.609 -0.171  0.01
C14 -0.639 -1.174 -1.427  -0.06
C15 -2.060 -1.633 -1.352  -0.28
C16 -3.102 -1.517 -2.224  -0.03
C17 -4.211 -2.135 -1.596  -0.05
C18 -3.759 -2.575 -0.392  -0.10
O3 -2.459 -2.280 -0.237  0.06
N5 3.378 0.652 0.038  0.08
H1 1.462 2.259 0.875  0.07
H2 1.042 2.139 -0.831  0.08
H3 1.832 3.602 -0.230  0.08
H4 4.172 3.467 -1.533  0.07
H5 6.086 -1.068 -0.314  0.15
H6 3.071 -0.929 1.774  0.07
H7 3.114 -2.712 2.032  0.09
H8 -2.105 1.327 -1.858  0.11
H9 -4.528 2.412 -1.315  0.12
H10 -2.221 0.606 3.059  0.07
H11 -3.992 0.411 2.990  0.09
H12 -3.290 2.007 3.243  0.09
H13 0.029 -2.018 -1.636  0.10
H14 -0.534 -0.444 -2.237  0.14
H15 -3.085 -1.053 -3.188  0.11
H16 -5.201 -2.231 -1.989  0.10
H17 -4.242 -3.091 0.414  0.12

=====

An isolated molecule of C17H22N2O4S2 at a distorted geometry. Source: OMol25; level of theory: the ωB97M-V functional and the def2-TZVPD basis.

As for the max |F|: 0.094 hartree/bohr. The value obtained for the highest occupied orbital energy is -8.988 eV. The frontier orbital gap comes out at 9.48 eV. The value obtained for the relative energy (zero: lowest compared OMol25 entry of this formula, charge and spin) is 84.9 kJ/mol.

Each line ends with the Löwdin charge.
CARTESIAN COORDINATES (ANGSTROEM)
C1 -2.869 -4.560 1.512  -0.13
C2 -2.170 -3.242 1.382  -0.58
S1 -0.458 -3.735 0.873  0.95
C3 0.686 -2.783 1.933  -0.44
C4 0.716 -1.363 1.414  -0.22
C5 -0.638 -0.698 1.170  -0.21
N1 -0.423 0.723 0.688  0.11
C6 -0.120 0.963 -0.668  -0.51
O1 -0.228 0.099 -1.443  0.10
C7 0.573 2.239 -1.262  -0.43
S2 1.689 3.031 0.047  0.75
C8 1.433 1.882 -2.543  -0.18
C9 2.371 2.894 -3.091  -0.27
C10 1.974 3.688 -4.194  -0.02
C11 2.888 4.572 -4.752  -0.08
C12 4.229 4.625 -4.376  -0.08
C13 4.661 3.821 -3.313  -0.05
C14 3.673 3.057 -2.591  -0.08
C15 -1.637 -0.990 2.283  -0.38
O2 -1.993 -0.159 3.029  0.12
N2 -2.131 -2.321 2.490  -0.06
C16 -2.974 -2.617 3.601  -0.08
C17 -4.474 -2.381 3.353  -0.40
O3 -5.345 -3.277 3.484  0.06
O4 -4.827 -1.086 2.998  0.12
H1 -2.564 -5.079 2.406  0.08
H2 -2.524 -5.223 0.743  0.06
H3 -3.948 -4.472 1.527  0.09
H4 -2.661 -2.766 0.527  0.12
H5 1.736 -3.141 1.886  0.10
H6 0.369 -2.903 2.975  0.08
H7 1.404 -0.743 2.026  0.13
H8 1.199 -1.295 0.441  0.11
H9 -1.130 -1.125 0.319  0.11
H10 -0.114 1.434 1.374  0.12
H11 -0.112 3.027 -1.594  0.10
H12 2.753 3.249 -0.734  -0.19
H13 0.731 1.726 -3.321  0.09
H14 1.922 0.874 -2.416  0.15
H15 0.846 3.594 -4.508  0.15
H16 2.554 5.070 -5.552  0.06
H17 4.882 5.277 -4.889  0.09
H18 5.644 3.928 -2.863  0.10
H19 4.012 2.405 -1.774  0.11
H20 -2.777 -3.625 3.956  0.13
H21 -2.808 -1.988 4.508  0.16
H22 -4.022 -0.605 2.938  0.05

=====

What is the formula in the fourth record?
C17H22N2O4S2

=====

What is the max |F| in the second record?
0.070 hartree/bohr

=====

Please write out number 1 again, unchanged.
A structure of composition C8H16FeN9O3PS. Source: OMol25; level of theory: the ωB97M-V functional and the def2-TZVPD basis.

As for the max |F|: 0.016 hartree/bohr. The value obtained for the highest occupied orbital energy (alpha / beta) is -0.328 / -0.701 eV. The frontier orbital gap (alpha / beta) comes out at 5.31 / 5.69 eV. As for the total charge: -2. As for the spin multiplicity: 5. The expectation value of S² is 6.04.

Each line ends with the Mulliken spin population.
CARTESIAN COORDINATES (ANGSTROEM)
Fe1 -2.175 0.246 -0.755  3.62
N1 -1.429 3.578 -0.081  0.00
C1 -1.989 2.827 0.943  0.01
N2 -1.977 3.245 2.196  0.00
N3 -2.697 2.297 2.850  0.01
N4 -3.046 1.358 2.042  0.00
N5 -2.635 1.679 0.783  0.01
C2 -1.054 3.098 -1.328  0.00
N6 -0.287 3.807 -2.142  0.00
N7 -0.191 3.026 -3.246  0.01
N8 -0.852 1.929 -3.082  0.00
N9 -1.430 1.943 -1.852  0.02
H1 -0.907 4.378 0.231  0.00
C3 0.231 -3.472 -1.796  0.00
C4 -0.185 -2.969 -0.440  -0.02
O1 0.584 -1.779 -0.135  0.01
P1 -0.182 -0.407 0.238  -0.04
O2 1.098 0.582 0.110  -0.01
C5 1.552 0.848 -1.235  0.00
C6 2.901 0.201 -1.457  0.00
O3 -0.310 -0.451 1.835  -0.02
C7 0.792 -0.587 2.729  0.00
C8 0.778 -1.978 3.325  0.00
H2 -0.282 -4.412 -2.019  0.00
H3 1.312 -3.639 -1.847  0.00
H4 -0.057 -2.746 -2.558  0.00
H5 0.030 -3.699 0.347  0.00
H6 -1.254 -2.739 -0.440  0.02
H7 1.595 1.930 -1.345  0.00
H8 0.825 0.489 -1.963  0.00
H9 3.641 0.573 -0.742  0.00
H10 3.251 0.427 -2.469  0.00
H11 2.829 -0.881 -1.341  0.00
H12 0.664 0.174 3.500  0.00
H13 1.730 -0.386 2.208  0.00
H14 -0.204 -2.191 3.752  0.00
H15 1.527 -2.067 4.119  0.00
H16 0.990 -2.724 2.557  0.00
S1 -3.186 -1.508 -1.492  0.36

=====

Number 2 is which compound?
C19H23N3NdO7P